--- one ---
ORCA calculation (wB97M-V/def2-TZVPD) on a gas-phase ion, C3H9N2S (charge +1).

Each line ends with the natural charge from an NBO analysis.
Element x y z (Å)
S1 2.957 -0.553 -0.147  0.151
N1 -1.610 -0.241 -0.021  -0.370
N2 1.594 0.254 0.671  -0.744
C1 -0.568 0.403 -0.831  -0.267
C2 0.585 1.062 -0.001  -0.235
C3 -1.820 -1.461 0.269  0.095
H1 -1.427 -2.520 0.012  0.279
H2 -0.941 1.241 -1.341  0.251
H3 3.880 0.470 -0.162  0.141
H4 1.078 -0.411 1.263  0.360
H5 -2.582 -1.600 1.033  0.223
H6 -2.174 0.431 0.429  0.430
H7 1.219 1.796 -0.578  0.253
H8 -0.251 -0.463 -1.401  0.229
H9 0.060 1.593 0.804  0.203

Output
Charge: +1
Spin multiplicity: 1
HOMO energy: -12.32 eV
SMILES string: C=[NH+]CCNS
Frontier orbital gap: 6.9 eV

=====

--- two ---
ORCA calculation (wB97M-V/def2-TZVPD) on a gas-phase ion, C3H9N2S (charge +1).

Each line ends with the natural charge from an NBO analysis.
Element x y z (Å)
S1 -1.078 -2.462 0.323  -0.051
N1 -2.010 -0.442 -1.082  -0.728
N2 1.345 -1.129 0.295  -0.773
C1 -0.987 -0.981 -0.473  0.120
C2 0.205 -0.078 -0.342  -0.085
C3 0.110 1.177 0.443  -0.681
H1 -2.040 0.544 -1.436  0.418
H2 -0.879 1.664 0.189  0.256
H3 0.922 1.892 0.411  0.267
H4 -2.927 -0.929 -1.202  0.447
H5 0.745 -2.070 0.409  0.413
H6 -0.279 1.083 1.530  0.263
H7 1.707 -0.916 1.219  0.434
H8 2.201 -1.239 -0.366  0.444
H9 0.433 0.080 -1.466  0.257

Output
Charge: +1
Spin multiplicity: 1
HOMO energy: -13.44 eV
SMILES string: C[C@@H]([NH3+])C(N)=S
Frontier orbital gap: 9.6 eV

=====

two is the most stable structure; the next one sits 44.6 kcal/mol above it.

=====

--- one ---
ORCA calculation (wB97M-V/def2-TZVPD) on a molecular structure, C7H13NO2.

Each line ends with the natural charge from an NBO analysis.
Element x y z (Å)
O1 1.576 0.928 -0.965  -0.720
O2 -1.719 1.613 -0.194  -0.742
N1 -0.910 0.256 -1.971  -0.902
C1 -0.390 -1.133 1.486  -0.466
C2 -1.419 -0.948 0.345  -0.523
C3 -0.954 0.699 -0.588  0.614
C4 0.486 -0.688 0.402  0.361
C5 1.178 -1.683 -0.456  -0.689
C6 0.563 0.735 0.016  0.080
C7 0.677 1.756 1.134  -0.629
H1 -0.388 0.932 -2.523  0.373
H2 -1.866 0.240 -2.310  0.373
H3 -0.095 1.624 1.889  0.232
H4 0.518 2.752 0.716  0.232
H5 -1.570 -1.830 -0.268  0.214
H6 0.932 -2.708 -0.179  0.220
H7 -0.549 -0.439 2.305  0.237
H8 -2.349 -0.521 0.704  0.276
H9 -0.225 -2.149 1.834  0.224
H10 1.650 1.876 -1.127  0.482
H11 2.256 -1.517 -0.344  0.262
H12 0.933 -1.493 -1.502  0.281
H13 1.665 1.699 1.596  0.209

Output
Spin multiplicity: 1
HOMO energy: -7.76 eV
Frontier orbital gap: 8.1 eV

=====

--- two ---
ORCA calculation (wB97M-V/def2-TZVPD) on C7H13NO2 in the gas phase.

Each line ends with the natural charge from an NBO analysis.
Element x y z (Å)
O1 0.094 0.325 -2.127  -0.402
O2 1.962 0.146 -0.925  -0.703
N1 -0.251 1.589 -2.636  -0.087
C1 0.497 1.954 -0.480  -0.511
C2 -1.554 -0.207 0.216  -0.613
C3 -0.010 2.503 -1.813  0.025
C4 -0.060 -0.581 0.080  -0.090
C5 0.576 -0.546 1.497  -0.615
C6 -0.012 -1.924 -0.606  -0.607
C7 0.637 0.454 -0.818  0.498
H1 -0.341 3.547 -1.986  0.218
H2 -1.679 0.637 0.954  0.207
H3 -2.058 -1.116 0.507  0.213
H4 -0.687 -1.972 -1.467  0.233
H5 -1.944 0.053 -0.806  0.227
H6 1.347 2.514 -0.167  0.246
H7 0.983 -2.120 -1.045  0.183
H8 -0.150 2.172 0.390  0.231
H9 0.161 -1.386 2.047  0.213
H10 -0.239 -2.802 0.000  0.224
H11 0.418 0.428 2.033  0.208
H12 1.685 -0.662 1.551  0.228
H13 1.849 -0.763 -1.409  0.473

Output
Spin multiplicity: 1
HOMO energy: -9.78 eV
SMILES string: CC(C)(C)[C@]1(O)CC=NO1
Frontier orbital gap: 10.5 eV

=====

two is the most stable structure; the next one sits 30.2 kcal/mol above it.

=====

--- one ---
ORCA calculation (wB97M-V/def2-TZVPD) on 4 unconnected molecules or ions with the total composition CH10NO4.

Each line ends with the natural charge from an NBO analysis.
Element x y z (Å)
O1 1.322 0.236 2.600  -0.979
O2 0.560 2.310 0.086  -1.022
O3 -0.272 -0.112 -0.458  -0.969
O4 1.755 -1.557 -1.412  -1.013
N1 -2.270 -1.115 -0.520  -0.909
C1 -1.555 0.203 -0.461  0.129
H1 0.976 -0.904 -1.191  0.519
H2 -1.967 0.516 0.534  0.093
H3 1.167 1.021 2.072  0.491
H4 -1.549 -1.807 -0.886  0.340
H5 1.061 2.677 -0.566  0.449
H6 -2.509 -1.532 0.363  0.331
H7 1.306 -2.180 -0.873  0.443
H8 -1.887 0.844 -1.293  0.107
H9 1.470 -0.489 1.859  0.484
H10 0.232 1.418 -0.142  0.506

Output
Charge: -1
Spin multiplicity: 1
HOMO energy: -4.04 eV
Frontier orbital gap: 8.1 eV

=====

--- two ---
ORCA calculation (wB97M-V/def2-TZVPD) on 4 unconnected molecules or ions with the total composition CH10NO4.

Each line ends with the natural charge from an NBO analysis.
Element x y z (Å)
O1 2.750 5.145 3.255  -0.942
O2 1.750 -1.356 -1.382  -1.019
O3 -0.526 -0.499 -0.297  -0.944
O4 0.101 -2.677 1.113  -1.015
N1 -2.111 -0.314 -2.055  -0.908
C1 -1.737 -0.891 -0.682  0.137
H1 0.779 -1.188 -1.207  0.508
H2 2.140 5.060 2.516  0.476
H3 -0.113 -1.732 0.892  0.507
H4 2.111 -0.637 -0.853  0.453
H5 -1.254 -0.267 -2.603  0.339
H6 2.267 5.557 3.979  0.467
H7 -1.862 -1.989 -0.755  0.081
H8 -2.550 -0.452 -0.080  0.083
H9 -2.710 -0.987 -2.536  0.316
H10 0.965 -2.771 0.693  0.461

Output
Charge: -1
Spin multiplicity: 1
HOMO energy: -3.66 eV
Frontier orbital gap: 6.5 eV

=====

two is the most stable structure; the next one sits 6.9 kcal/mol above it.

=====

--- one ---
ORCA calculation (wB97M-V/def2-TZVPD) on 2 unconnected molecules or ions with the total composition C7H19NO.

Each line ends with the natural charge from an NBO analysis.
Element x y z (Å)
O1 2.215 -2.199 1.605  -0.976
N1 0.275 -0.264 0.590  -0.658
C1 1.876 1.001 -0.803  -0.405
C2 1.022 0.956 -2.076  -0.399
C3 -2.536 -1.416 0.278  -0.613
C4 -1.696 -1.378 1.554  -0.406
C5 -0.097 1.993 -2.110  -0.613
C6 1.092 0.942 0.501  -0.218
C7 -0.764 -0.179 1.613  -0.210
H1 -0.789 1.884 -1.273  0.198
H2 2.594 0.179 -0.821  0.214
H3 0.313 3.004 -2.050  0.205
H4 0.479 1.848 0.603  0.165
H5 0.610 -0.051 -2.199  0.187
H6 2.469 1.918 -0.799  0.206
H7 -0.272 -0.133 2.588  0.198
H8 1.798 0.949 1.338  0.200
H9 -3.012 -0.452 0.102  0.202
H10 -2.360 -1.345 2.416  0.207
H11 1.684 1.122 -2.930  0.210
H12 -1.939 -1.668 -0.600  0.196
H13 -3.329 -2.157 0.352  0.217
H14 -0.664 1.913 -3.035  0.213
H15 1.574 -1.522 1.314  0.490
H16 -1.113 -2.299 1.652  0.209
H17 -0.163 -0.445 -0.305  0.361
H18 -1.356 0.740 1.499  0.161
H19 2.090 -2.939 0.993  0.461

Output
Spin multiplicity: 1
HOMO energy: -9.34 eV
SMILES string: CCCCNCCC.O
Frontier orbital gap: 10.3 eV

=====

--- two ---
ORCA calculation (wB97M-V/def2-TZVPD) on 2 unconnected molecules or ions with the total composition C7H19NO.

Each line ends with the natural charge from an NBO analysis.
Element x y z (Å)
O1 -1.826 0.531 1.689  -0.930
N1 0.643 -0.020 1.017  -0.489
C1 0.661 1.389 1.176  -0.467
C2 -1.407 -0.807 -1.427  -0.400
C3 1.576 -0.334 -0.064  -0.201
C4 -1.607 0.713 -1.767  -0.618
C5 1.112 -0.117 -1.452  -0.455
C6 0.081 -1.191 -1.925  -0.395
C7 0.989 -0.747 2.346  -0.423
H1 0.311 -2.160 -1.319  0.190
H2 -1.254 -1.014 -0.327  0.221
H3 -0.090 1.890 0.585  0.206
H4 0.714 -1.856 2.370  0.200
H5 0.211 -1.544 -2.949  0.208
H6 -2.006 -0.368 1.839  0.470
H7 0.523 1.975 2.241  0.218
H8 0.841 0.982 -1.466  0.209
H9 -0.775 1.332 -1.409  0.209
H10 -1.715 0.899 -2.779  0.199
H11 0.337 -0.181 3.100  0.217
H12 -2.619 0.943 -1.458  0.207
H13 -2.078 -1.517 -1.864  0.202
H14 -2.647 1.021 1.856  0.469
H15 1.551 2.199 1.120  0.180
H16 2.042 -0.712 2.641  0.181
H17 2.002 -0.086 -2.104  0.223
H18 2.471 0.309 0.408  0.184
H19 1.960 -1.526 -0.077  0.183

Output
Spin multiplicity: 1
HOMO energy: -8.32 eV
SMILES string: CCCCCN(C)C.O
Frontier orbital gap: 9.1 eV

=====

one is the most stable structure; the next one sits 99.7 kcal/mol above it.

=====

--- one ---
ORCA calculation (wB97M-V/def2-TZVPD) on 2 unconnected molecules or ions with the total composition C7H7N.

Each line ends with the natural charge from an NBO analysis.
Element x y z (Å)
N1 -0.701 1.026 1.471  -0.423
C1 -0.053 -0.352 -0.293  -0.266
C2 -1.442 0.029 1.931  0.043
C3 1.767 0.975 -2.607  -0.255
C4 0.046 0.789 0.407  0.023
C5 -1.491 -1.262 1.299  -0.257
C6 -0.827 -1.389 0.134  -0.184
C7 2.667 0.298 -2.303  -0.249
H1 -0.786 -2.292 -0.471  0.216
H2 0.824 1.548 0.109  0.197
H3 1.014 1.764 -2.982  0.263
H4 3.372 -0.359 -1.786  0.246
H5 -2.065 -2.058 1.756  0.219
H6 0.577 -0.490 -1.211  0.234
H7 -2.030 0.179 2.873  0.193

Output
Spin multiplicity: 1
HOMO energy: -9.50 eV
SMILES string: c1ccncc1.C#C
Frontier orbital gap: 10.5 eV

=====

--- two ---
ORCA calculation (wB97M-V/def2-TZVPD) on C7H7N in the gas phase.

Each line ends with the natural charge from an NBO analysis.
Element x y z (Å)
N1 -1.207 0.761 0.433  -0.473
C1 -0.846 -0.999 -0.822  -0.263
C2 -2.309 0.017 0.574  -0.064
C3 -2.112 -1.105 -0.218  -0.300
C4 1.095 0.852 -0.493  -0.413
C5 2.456 0.051 0.307  -0.013
C6 -0.247 0.175 -0.371  0.067
C7 3.523 -0.418 0.721  -0.312
H1 -1.180 1.638 0.838  0.399
H2 1.158 1.863 -0.039  0.238
H3 -0.446 -1.802 -1.352  0.220
H4 1.411 0.941 -1.619  0.250
H5 -2.707 -1.968 -0.367  0.220
H6 4.457 -0.442 1.213  0.235
H7 -3.046 0.434 1.196  0.209

Output
Spin multiplicity: 1
HOMO energy: -8.30 eV
SMILES string: C#CCc1ccc[nH]1
Frontier orbital gap: 9.1 eV

=====

--- three ---
ORCA calculation (wB97M-V/def2-TZVPD) on a molecular structure, C7H7N.

Each line ends with the natural charge from an NBO analysis.
Element x y z (Å)
N1 1.095 0.328 2.780  -0.379
C1 1.522 0.877 0.228  -0.484
C2 0.337 0.088 -0.555  -0.189
C3 1.515 0.246 1.556  0.206
C4 1.634 -0.911 2.429  0.092
C5 0.339 -1.361 -0.059  -0.214
C6 -0.746 -1.143 0.673  -0.175
C7 -1.111 0.188 0.081  -0.442
H1 -1.119 0.977 0.802  0.197
H2 -1.278 -1.763 1.417  0.215
H3 -1.928 0.417 -0.608  0.227
H4 1.274 1.995 0.408  0.230
H5 0.237 0.345 -1.662  0.222
H6 2.492 0.770 -0.281  0.256
H7 0.930 -2.308 -0.017  0.239

Output
Spin multiplicity: 1
HOMO energy: -9.31 eV
Frontier orbital gap: 10.1 eV

=====

one is the most stable structure; the next one sits 11.1 kcal/mol above it.

=====

--- one ---
ORCA calculation (wB97M-V/def2-TZVPD) on C3H3O2P in the gas phase.

Each line ends with the natural charge from an NBO analysis.
Element x y z (Å)
P1 2.007 -1.691 0.897  0.356
O1 -1.165 -1.527 0.593  -0.479
O2 -1.016 -3.628 1.482  -0.517
C1 -0.641 -2.592 1.062  0.810
C2 1.088 -0.441 0.312  -0.710
C3 -0.411 -0.403 0.141  -0.103
H1 -0.627 -0.282 -0.928  0.210
H2 1.518 0.488 -0.037  0.221
H3 -0.822 0.461 0.677  0.210

Output
Spin multiplicity: 1
HOMO energy (spin up / spin down): -8.08 / -8.07 eV
Frontier orbital gap (spin up / spin down): 7.8 / 7.8 eV

=====

--- two ---
ORCA calculation (wB97M-V/def2-TZVPD) on a molecular structure, C3H3O2P.

Each line ends with the natural charge from an NBO analysis.
Element x y z (Å)
P1 0.892 -1.383 0.330  1.750
O1 2.003 -1.806 1.135  -0.919
O2 -0.316 0.266 1.266  -0.492
C1 1.225 -0.851 -1.345  -0.843
C2 -1.191 0.884 0.421  -0.290
C3 1.685 -0.330 -2.328  0.201
H1 -0.922 1.948 0.333  0.208
H2 -2.220 0.796 0.789  0.176
H3 -1.155 0.475 -0.601  0.208

Output
Spin multiplicity: 1
HOMO energy (spin up / spin down): -10.15 / -10.79 eV
Frontier orbital gap (spin up / spin down): 6.1 / 7.4 eV

=====

one is the most stable structure; the next one sits 103.5 kcal/mol above it.